1.
The following is a quantum chemistry calculation of a molecular structure, C30H23F3N2O3STl at a distorted geometry, from OMol25.

As for the energy above the lowest of the compared OMol25 structures with the same formula, charge and spin: 0.7 kcal/mol. The HOMO-LUMO gap (spin up / spin down) comes out at 6.167 / 6.446 eV. The calculation puts the strongest force on any atom at 2.37 eV/A.

```
! wB97M-V def2-TZVPD RIJCOSX def2/J DEFGRID3
* xyz 1 1
Tl -3.215 -0.578 -1.041
C -4.198 2.874 -0.457
O -3.433 1.876 0.198
C -2.434 2.276 1.008
C -2.210 3.608 1.351
C -1.173 3.966 2.189
C -0.299 2.999 2.671
C -0.482 1.683 2.328
C -1.570 1.284 1.532
N -1.793 -0.051 1.312
N -1.058 -0.899 1.814
C -0.652 -2.113 1.709
C -0.861 -2.871 0.456
O -1.384 -2.333 -0.526
C -0.438 -4.241 0.483
C 0.175 -4.799 1.551
C 0.457 -4.062 2.742
C 1.115 -4.648 3.831
C 1.369 -3.918 4.972
C 0.996 -2.579 5.034
C 0.340 -1.983 3.977
C 0.050 -2.715 2.823
H -4.891 3.349 0.243
H -4.760 2.370 -1.240
H -3.558 3.630 -0.914
H -2.880 4.372 0.993
H -1.052 4.999 2.476
H 0.517 3.275 3.314
H 0.179 0.919 2.704
H -0.641 -4.811 -0.409
H 0.483 -5.834 1.523
H 1.416 -5.682 3.780
H 1.849 -4.379 5.822
H 1.218 -2.002 5.918
H 0.047 -0.945 4.044
F -3.072 -2.713 -4.063
C -2.857 -1.413 -3.847
F -1.589 -1.129 -4.178
F -3.675 -0.698 -4.630
O -1.018 0.627 -1.419
S 0.227 -0.205 -1.490
C 1.458 0.791 -0.601
C 1.336 2.168 -0.548
C 2.313 2.910 0.093
C 3.396 2.272 0.677
C 3.503 0.890 0.630
C 2.526 0.142 -0.006
C 0.919 0.173 -3.112
C 0.396 1.232 -3.828
C 0.905 1.516 -5.083
C 1.916 0.729 -5.609
C 2.432 -0.333 -4.881
C 1.929 -0.621 -3.624
H 0.483 2.643 -1.008
H 2.241 3.987 0.121
H 4.155 2.853 1.178
H 4.352 0.400 1.081
H 2.595 -0.935 -0.051
H -0.417 1.803 -3.407
H 0.507 2.344 -5.649
H 2.282 0.926 -6.605
H 3.221 -0.940 -5.299
H 2.308 -1.455 -3.052
*
```

=====

2.
The following is a quantum chemistry calculation of a molecular structure, C30H23N2O3PSV at a distorted geometry, from OMol25.

The HOMO-LUMO gap (spin up / spin down) comes out at 7.334 / 7.925 eV. The calculation puts the strongest force on any atom at 1.41 eV/A.

```
! wB97M-V def2-TZVPD RIJCOSX def2/J DEFGRID3
* xyz 0 4
V 0.337 0.548 -0.246
C 4.607 -0.327 3.523
C 3.610 -1.437 3.639
C 2.191 -1.098 3.472
C 1.801 0.129 3.093
C 2.785 1.205 2.974
C 4.079 1.016 3.255
P 0.016 0.444 2.811
C -0.691 0.495 4.501
C -2.072 0.674 4.601
C -2.698 0.751 5.832
C -1.953 0.638 7.001
C -0.582 0.454 6.915
C 0.044 0.384 5.676
C -0.045 2.171 2.247
C -0.074 3.249 3.137
C -0.105 4.539 2.642
C -0.081 4.732 1.261
C -0.019 3.648 0.401
C -0.014 2.316 0.852
H 5.557 -0.420 4.036
H 3.858 -2.311 4.232
H 1.457 -1.868 3.689
H 2.423 2.197 2.738
H 4.749 1.865 3.312
H -2.671 0.766 3.700
H -3.770 0.896 5.884
H -2.436 0.696 7.967
H 0.012 0.370 7.817
H 1.117 0.250 5.638
H -0.078 3.078 4.209
H -0.134 5.384 3.319
H -0.090 5.740 0.863
H 0.052 3.858 -0.663
O 3.363 3.059 -0.996
C 3.350 1.853 -0.936
N 2.229 1.058 -0.717
S 2.624 -0.582 -0.559
O 4.436 -1.290 2.474
O 1.679 -1.249 -1.541
C 4.282 -0.358 -1.126
C 5.254 -1.330 -1.307
C 6.533 -0.889 -1.607
C 6.823 0.476 -1.681
C 5.838 1.428 -1.468
C 4.555 0.985 -1.190
H 5.030 -2.385 -1.227
H 7.320 -1.611 -1.779
H 7.834 0.793 -1.902
H 6.041 2.490 -1.510
C -4.253 -0.561 -0.357
C -3.204 -1.417 -0.081
C -1.913 -0.937 -0.251
N -1.661 0.313 -0.632
C -2.676 1.137 -0.903
C -3.990 0.733 -0.784
H -5.277 -0.895 -0.246
H -3.365 -2.434 0.245
H -1.059 -1.590 -0.090
H -2.397 2.142 -1.190
H -4.784 1.429 -1.013
*
```